No. 1
The following is a quantum chemistry calculation of one molecule with the formula CHN3O at a distorted geometry, from the OMol25 dataset.

HOMO, eV: -11.97
Relative energy (zero: lowest compared OMol25 entry of this formula, charge and spin), eV: 3.928
Lowest unoccupied orbital energy, eV: 0.15
Maximum force, eV/Å: 2.681

Each line ends with the Mulliken charge.
Positions of all 6 atoms, in Å:
C1 -0.60675 0.41278 0.18617  0.051
H1 -1.39549 1.09871 0.26366  0.403
N1 -0.29943 -0.18057 -0.99867  -0.224
N2 0.73392 -0.89783 -0.87040  -0.025
N3 0.37649 0.18506 1.01916  -0.208
O1 1.19126 -0.61815 0.40008  0.004

No. 2
The following is a quantum chemistry calculation of a 2-piece molecular cluster, CHN3O2 overall at a distorted geometry, from the OMol25 dataset.

HOMO, eV: -10.66
Relative energy (zero: lowest compared OMol25 entry of this formula, charge and spin), eV: 0.560
Lowest unoccupied orbital energy, eV: 0.37
Maximum force, eV/Å: 1.683

Each line ends with the Mulliken charge.
Positions of all 7 atoms, in Å:
O1 -0.77624 -0.17778 1.99010  -0.420
C1 -1.08574 -0.00386 0.87605  0.822
N1 0.96846 0.17456 0.06892  -0.572
N2 0.69259 0.06909 -1.13637  0.666
N3 0.07689 0.13932 -2.07946  -0.300
O2 -1.62387 0.15001 -0.15417  -0.443
H1 1.74790 -0.35134 0.43493  0.247

No. 3
The following is a quantum chemistry calculation of one molecule with the formula CHN3O2S at a distorted geometry, from the OMol25 dataset.

HOMO, eV: -10.96
Relative energy (zero: lowest compared OMol25 entry of this formula, charge and spin), eV: 4.383
Lowest unoccupied orbital energy, eV: -3.38
Maximum force, eV/Å: 10.447

Each line ends with the Mulliken charge.
Positions of all 8 atoms, in Å:
C1 1.39071 0.00212 0.02576  0.108
N1 0.30982 1.15572 0.06734  -0.277
N2 0.86723 -1.21437 0.01588  -0.181
N3 -0.34940 -1.34178 0.04106  -0.066
O1 -1.88894 0.45361 1.15922  -0.502
O2 -1.66456 0.40544 -1.29952  -0.496
S1 -1.08955 0.26492 -0.00275  1.008
H1 2.42469 0.27433 -0.00699  0.407

No. 4
The following is a quantum chemistry calculation of one molecule with the formula CHN3O3 at a distorted geometry, from the OMol25 dataset.

HOMO, eV: -9.42
Relative energy (zero: lowest compared OMol25 entry of this formula, charge and spin), eV: 2.938
Lowest unoccupied orbital energy, eV: -0.39
Maximum force, eV/Å: 8.212

Each line ends with the Mulliken charge.
Positions of all 8 atoms, in Å:
C1 -0.00224 0.16331 -0.15503  0.608
H1 2.94062 -0.00525 0.06213  0.379
N1 1.16425 0.61040 0.26864  -0.326
N2 -2.31598 0.34523 0.22770  -0.004
N3 -2.02562 -0.80479 0.04742  0.104
O1 1.93888 -0.39642 -0.04960  -0.371
O2 -1.06869 1.15244 -0.27334  -0.247
O3 -0.63122 -1.06492 -0.12791  -0.145

No. 5
The following is a quantum chemistry calculation of one molecule with the formula CHN3OS at a distorted geometry, from the OMol25 dataset.

HOMO, eV: -9.42
Relative energy (zero: lowest compared OMol25 entry of this formula, charge and spin), eV: 4.283
Lowest unoccupied orbital energy, eV: -0.20
Maximum force, eV/Å: 4.888

Each line ends with the Mulliken charge.
Positions of all 7 atoms, in Å:
C1 -1.22215 -2.06824 -2.02283  0.515
N1 -0.12804 -1.65337 -1.70352  -0.045
N2 0.53649 -0.71944 -0.91095  -0.458
N3 -0.24152 -0.14469 -0.17573  0.515
O1 -1.47695 -0.26660 -0.09886  -0.559
S1 -2.52941 -2.68095 -2.61796  -0.292
H1 0.33324 0.65700 0.24173  0.324

No. 6
The following is a quantum chemistry calculation of a 3-piece molecular cluster, CHN5O overall at a distorted geometry, from the OMol25 dataset.

HOMO, eV: -10.87
Relative energy (zero: lowest compared OMol25 entry of this formula, charge and spin), eV: 0.380
Lowest unoccupied orbital energy, eV: 0.99
Maximum force, eV/Å: 2.438

Each line ends with the Mulliken charge.
Positions of all 8 atoms, in Å:
C1 -0.69920 1.65590 -0.33489  0.514
N1 1.76695 0.01590 0.01858  0.190
N2 2.64735 0.67258 0.03049  -0.257
N3 -0.59536 -2.88538 0.84939  0.035
N4 -1.40345 -2.30404 0.44227  -0.060
N5 -0.57840 0.46329 -0.51452  -0.449
O1 -0.81665 2.82377 -0.34414  -0.449
H1 -0.32123 -0.44202 -0.14718  0.475

No. 7
The following is a quantum chemistry calculation of one molecule with the formula CHNO at a distorted geometry, from the OMol25 dataset.

HOMO, eV: -10.24
Relative energy (zero: lowest compared OMol25 entry of this formula, charge and spin), eV: 5.070
Lowest unoccupied orbital energy, eV: 0.45
Maximum force, eV/Å: 7.708

Each line ends with the Mulliken charge.
Positions of all 4 atoms, in Å:
C1 -0.65129 -0.09438 -0.26176  0.043
N1 0.47123 0.05744 0.24663  -0.011
O1 1.82175 0.31098 0.80379  -0.393
H1 -1.64169 -0.27403 -0.78867  0.362

No. 8
The following is a quantum chemistry calculation of one molecule with the formula CHNO2 at a distorted geometry, from the OMol25 dataset.

HOMO (alpha / beta), eV: -6.56 / -11.56
Lowest unoccupied orbital energy (alpha / beta), eV: 0.53 / -1.52
2S+1: 3
Maximum force, eV/Å: 6.027
<S²>: 2.0078

Each line ends with the Löwdin spin population.
Positions of all 5 atoms, in Å:
C1 0.27741 0.43681 -0.59183  0.483
N1 -0.07878 -0.05871 0.49671  0.319
O1 0.79642 0.60183 -1.59059  0.366
O2 -0.61800 -1.22499 0.31447  0.800
H1 -0.37705 0.24507 1.37124  0.032

No. 9
The following is a quantum chemistry calculation of a 2-piece molecular cluster, CHNO2PS overall at a distorted geometry, from the OMol25 dataset.

HOMO, eV: -5.59
Relative energy (zero: lowest compared OMol25 entry of this formula, charge and spin), eV: 1.421
Lowest unoccupied orbital energy, eV: 3.25
Charge: -1
Maximum force, eV/Å: 4.763

Each line ends with the Mulliken charge.
Positions of all 7 atoms, in Å:
C1 -2.57621 -0.50196 0.76363  -0.200
N1 -3.24795 -0.75394 1.69974  -0.450
O1 -1.49798 -0.38793 -2.54020  -0.556
O2 0.26992 -0.40067 -0.66952  -0.417
P1 -1.09125 0.24752 -1.27689  0.749
S1 -0.96600 2.18414 -1.05828  -0.438
H1 0.28086 -0.02596 0.14524  0.311

No. 10
The following is a quantum chemistry calculation of one molecule with the formula CHNO2S at a distorted geometry, from the OMol25 dataset.

HOMO, eV: -9.95
Relative energy (zero: lowest compared OMol25 entry of this formula, charge and spin), eV: 2.232
Lowest unoccupied orbital energy, eV: -0.22
Maximum force, eV/Å: 2.351

Each line ends with the Mulliken charge.
Positions of all 6 atoms, in Å:
C1 0.26157 -1.36447 0.29850  0.693
N1 0.25627 -0.49618 -0.54132  -0.290
O1 0.40813 -2.10911 1.17837  -0.387
O2 -0.63789 0.40298 -0.99806  -0.171
S1 -0.78547 1.62298 0.13715  -0.037
H1 0.49739 1.94381 -0.07464  0.192

No. 11
The following is a quantum chemistry calculation of one molecule with the formula CHNO2S at a distorted geometry, from the OMol25 dataset.

HOMO (alpha / beta), eV: -9.89 / -9.89
Relative energy (zero: lowest compared OMol25 entry of this formula, charge and spin), eV: 3.650
Lowest unoccupied orbital energy (alpha / beta), eV: -2.39 / -2.39
Maximum force, eV/Å: 4.438

Each line ends with the Mulliken charge.
Positions of all 6 atoms, in Å:
C1 -1.44122 -0.07348 -3.29965  0.430
N1 -0.91345 0.32165 -2.32453  0.314
O1 -2.14764 -0.17138 -4.20420  -0.402
O2 -0.05488 0.39906 -1.42437  -0.501
S1 -0.31542 -0.92151 0.23257  -0.023
H1 -1.00314 0.09356 0.60244  0.183

No. 12
The following is a quantum chemistry calculation of a 2-piece molecular cluster, CHNO3 overall at a distorted geometry, from the OMol25 dataset.

HOMO, eV: -9.24
Relative energy (zero: lowest compared OMol25 entry of this formula, charge and spin), eV: 0.276
Lowest unoccupied orbital energy, eV: -0.05
Maximum force, eV/Å: 5.221

Each line ends with the Mulliken charge.
Positions of all 6 atoms, in Å:
C1 -3.20981 -0.39451 -0.12657  0.598
N1 -0.17181 1.89251 -0.09021  0.061
O1 -2.72204 0.58464 -0.36164  -0.305
O2 -3.67151 -1.38676 0.11861  -0.307
O3 0.56594 1.02079 0.22932  -0.250
H1 -0.56727 1.88503 -1.06915  0.204

No. 13
The following is a quantum chemistry calculation of a 2-piece molecular cluster, CHNO3 overall at a distorted geometry, from the OMol25 dataset.

HOMO (alpha / beta), eV: -9.44 / -9.46
Relative energy (zero: lowest compared OMol25 entry of this formula, charge and spin), eV: 1.627
Lowest unoccupied orbital energy (alpha / beta), eV: -0.01 / -0.05
Maximum force, eV/Å: 3.348

Each line ends with the Mulliken charge.
Positions of all 6 atoms, in Å:
C1 -1.97277 -0.31428 -0.23801  0.645
N1 1.33561 1.15494 0.14574  -0.117
O1 -1.42404 -1.29338 -0.01453  -0.342
O2 -2.40741 0.72862 -0.30454  -0.311
O3 1.85198 -0.02290 -0.07222  -0.235
H1 2.61663 -0.25300 0.48356  0.360

No. 14
The following is a quantum chemistry calculation of a 2-piece molecular cluster, CHNO3 overall at a distorted geometry, from the OMol25 dataset.

HOMO, eV: -10.00
Relative energy (zero: lowest compared OMol25 entry of this formula, charge and spin), eV: 0.472
Lowest unoccupied orbital energy, eV: -0.75
Maximum force, eV/Å: 5.049

Each line ends with the Mulliken charge.
Positions of all 6 atoms, in Å:
C1 1.42180 -0.02781 -0.06669  0.707
N1 -1.30892 0.03161 0.50013  -0.035
O1 0.86487 -0.01925 -1.06620  -0.389
O2 2.01243 -0.10469 0.88255  -0.301
O3 -1.42799 0.91912 -0.33966  -0.201
H1 -1.56219 -0.79899 0.08987  0.219

No. 15
The following is a quantum chemistry calculation of CHNO3 as an isolated structure at a distorted geometry, from the OMol25 dataset.

HOMO, eV: -10.85
Relative energy (zero: lowest compared OMol25 entry of this formula, charge and spin), eV: 2.349
Lowest unoccupied orbital energy, eV: -0.82
Maximum force, eV/Å: 4.959

Each line ends with the Mulliken charge.
Positions of all 6 atoms, in Å:
C1 -0.05703 2.10753 1.20200  0.730
N1 -0.44217 1.18082 0.14566  -0.086
O1 0.56045 3.06674 1.20687  -0.425
O2 -0.85560 1.45467 1.84184  -0.345
O3 0.52898 0.33511 -0.04501  -0.276
H1 0.14611 -0.65728 -0.13474  0.402

No. 16
The following is a quantum chemistry calculation of one molecule with the formula CHNO3 at a distorted geometry, from the OMol25 dataset.

HOMO, eV: -11.44
Relative energy (zero: lowest compared OMol25 entry of this formula, charge and spin), eV: 6.960
Lowest unoccupied orbital energy, eV: 0.49
Maximum force, eV/Å: 2.231

Each line ends with the Mulliken charge.
Positions of all 6 atoms, in Å:
C1 1.18183 -0.12897 -2.88398  -0.104
N1 1.54475 0.30798 -1.85834  0.166
O1 -0.36713 0.34808 -0.21379  -0.315
O2 0.50060 1.41830 -0.30452  0.007
O3 1.74513 0.90702 -0.69718  -0.092
H1 -0.68719 0.19673 0.66741  0.338

No. 17
The following is a quantum chemistry calculation of CHNO3 as an isolated structure at a distorted geometry, from the OMol25 dataset.

HOMO, eV: -10.89
Relative energy (zero: lowest compared OMol25 entry of this formula, charge and spin), eV: 5.804
Lowest unoccupied orbital energy, eV: -2.52
Maximum force, eV/Å: 3.441

Each line ends with the Mulliken charge.
Positions of all 6 atoms, in Å:
C1 -0.45989 0.64899 0.06185  0.164
O1 0.21593 -1.61512 0.07871  -0.199
O2 1.36198 -0.79121 -0.07237  -0.020
O3 -1.41820 1.17073 -0.41947  -0.369
N1 0.46030 -0.09463 -0.76867  0.063
H1 -0.16012 0.68125 1.11994  0.361

No. 18
The following is a quantum chemistry calculation of one molecule with the formula CHNO3 at a distorted geometry, from the OMol25 dataset.

HOMO (alpha / beta), eV: -11.30 / -11.30
Relative energy (zero: lowest compared OMol25 entry of this formula, charge and spin), eV: 9.689
Lowest unoccupied orbital energy (alpha / beta), eV: -1.65 / -1.65
Maximum force, eV/Å: 3.015

Each line ends with the Mulliken charge.
Positions of all 6 atoms, in Å:
C1 1.65758 -1.34512 0.06061  -0.171
N1 0.96722 -0.50259 -0.32314  0.029
O1 -1.23055 -0.35548 -0.04487  -0.341
O2 -0.13879 0.58002 -0.64455  0.400
O3 -0.03161 1.56750 0.01816  -0.319
H1 -1.22386 0.05568 0.93379  0.401

No. 19
The following is a quantum chemistry calculation of a 2-piece molecular cluster, CHNO3 overall at a distorted geometry, from the OMol25 dataset.

HOMO (alpha / beta), eV: -9.70 / -12.99
Relative energy (zero: lowest compared OMol25 entry of this formula, charge and spin), eV: 0.220
Lowest unoccupied orbital energy (alpha / beta), eV: 0.53 / 0.11
2S+1: 3
Maximum force, eV/Å: 1.407
<S²>: 2.0066

Each line ends with the Löwdin spin population.
Positions of all 6 atoms, in Å:
C1 0.60507 1.29935 0.44099  0.006
N1 -0.26693 -0.92419 -1.30364  1.588
O1 -0.12659 2.03246 -0.05389  0.004
O2 1.28295 0.49782 0.93430  0.005
O3 -1.04038 -1.13860 -0.25636  0.372
H1 -0.45412 -1.76684 0.23860  0.025

No. 20
The following is a quantum chemistry calculation of a 2-piece molecular cluster, CHNO3P overall at a distorted geometry, from the OMol25 dataset.

HOMO, eV: -4.11
Relative energy (zero: lowest compared OMol25 entry of this formula, charge and spin), eV: 0.647
Lowest unoccupied orbital energy, eV: 3.82
Charge: -1
Maximum force, eV/Å: 1.664

Each line ends with the Mulliken charge.
Positions of all 7 atoms, in Å:
C1 -0.23300 -1.09641 1.53453  0.662
N1 0.83571 0.42929 -2.04130  -0.773
O1 0.58673 -0.90782 2.36184  -0.411
O2 -1.21569 -1.47459 1.03770  -0.354
O3 -0.64425 1.42724 -0.07500  -0.619
P1 0.26632 0.29573 -0.54909  0.229
H1 0.40417 1.32655 -2.26869  0.267